{
  "formula": "C5H7NO2",
  "method": "wB97M-V/def2-TZVPD",
  "e_lumo_ha": 0.033,
  "multiplicity": 1,
  "e_tot_ha": -399.7695,
  "smiles": "C1=COC([C@@H]2CN2)O1",
  "charge": 0,
  "species": ["C", "C", "C", "C", "C", "H", "H", "H", "H", "H", "H", "H", "N", "O", "O"],
  "xyz": [[0.478520, -0.728654, 1.677762], [-0.625772, 0.028820, 1.256117], [-0.709943, 0.593342, -0.155476], [1.172903, 0.964164, -1.354609], [0.719290, -0.206175, -1.542400], [1.370017, -0.849899, 1.040043], [0.891766, -0.842259, 2.712500], [-0.959440, -1.644043, 0.178852], [-1.300492, 0.626316, 1.946957], [-1.779292, 0.846877, -0.515455], [2.256971, 1.390793, -1.345316], [1.126529, -1.178996, -2.042559], [-0.961360, -1.428686, 1.418456], [0.342138, 1.535093, -0.420949], [-0.477954, -0.567213, -0.978124]],
  "atomic_forces_ev_per_a": [[1.427, -2.383, 0.957], [-4.232, 2.312, 1.483], [-1.484, -0.931, -0.073], [3.290, 2.792, 1.928], [0.787, -8.005, -3.761], [-0.949, -0.244, -0.412], [-1.243, 0.442, -0.715], [0.360, -0.137, 5.000], [1.429, -0.398, -0.504], [1.735, 0.764, 1.109], [-2.455, -0.853, -0.661], [-0.264, 2.516, 0.552], [2.395, 0.889, -4.602], [-1.974, 1.124, 0.775], [1.177, 2.110, -1.075]]
}

{
  "formula": "C3H6OS2",
  "method": "wB97M-V/def2-TZVPD",
  "e_lumo_ha": 0.016,
  "multiplicity": 1,
  "e_tot_ha": -989.4445,
  "smiles": "CSCOC=S",
  "charge": 0,
  "species": ["C", "C", "C", "H", "H", "H", "H", "H", "H", "O", "S", "S"],
  "xyz": [[-2.325079, 0.211262, 0.075457], [0.245015, -0.291262, -0.075866], [2.534528, -0.174156, -0.149476], [-2.296007, 0.695667, -0.931049], [-2.001371, 0.861940, 0.864652], [-3.378386, -0.034473, 0.474158], [0.305833, 0.046259, 0.979588], [0.135873, 0.496265, -0.888935], [2.421038, 0.969591, -0.182618], [1.494832, -0.873549, -0.322297], [-1.202858, -1.305125, 0.023717], [4.066580, -0.602420, 0.132665]],
  "atomic_forces_ev_per_a": [[-0.872, -1.094, 0.011], [0.285, 2.587, 0.401], [2.541, 4.083, 0.476], [-0.336, -0.344, 1.000], [0.717, 0.555, 0.143], [1.575, -0.186, -1.284], [0.076, 0.923, -0.875], [-0.258, -0.496, 1.348], [-0.597, -1.462, -0.022], [-1.473, -3.609, -0.554], [-1.551, -0.203, -0.493], [-0.106, -0.754, -0.151]]
}

{
  "formula": "C18H40Cl12O6S2",
  "method": "wB97M-V/def2-TZVPD",
  "e_lumo_ha": 0.010,
  "multiplicity": 1,
  "e_tot_ha": -7479.9199,
  "smiles": "CCOS(C)(=O)=O.CCOS(C)(=O)=O.ClCCCl.ClCCCl.ClCCCl.ClCCCl.ClCCCl.ClCCCl",
  "charge": 0,
  "species": ["Cl", "C", "C", "Cl", "H", "H", "H", "H", "Cl", "C", "C", "Cl", "H", "H", "H", "H", "Cl", "C", "C", "Cl", "H", "H", "H", "H", "Cl", "C", "C", "Cl", "H", "H", "H", "H", "Cl", "C", "C", "Cl", "H", "H", "H", "H", "Cl", "C", "C", "Cl", "H", "H", "H", "H", "O", "S", "O", "O", "C", "C", "C", "H", "H", "H", "H", "H", "H", "H", "H", "O", "S", "O", "O", "C", "C", "C", "H", "H", "H", "H", "H", "H", "H", "H"],
  "xyz": [[19.306417, 11.533993, 8.603835], [20.130198, 12.253681, 10.040667], [21.361584, 12.966820, 9.654560], [22.533636, 11.777686, 8.966318], [20.372436, 11.394419, 10.600997], [19.476217, 12.933194, 10.555253], [21.831656, 13.465516, 10.513874], [21.219790, 13.686689, 8.873927], [12.935145, 13.045188, 6.099617], [12.060716, 14.548068, 6.529635], [12.787358, 15.593420, 5.792546], [12.088667, 17.183118, 6.269645], [12.174604, 14.521216, 7.589592], [11.090872, 14.385537, 6.132571], [12.764390, 15.574272, 4.683059], [13.847115, 15.569246, 6.045557], [13.833632, 9.171647, 5.045079], [15.139764, 8.093107, 5.586155], [16.347939, 8.827818, 6.104181], [16.111117, 9.520396, 7.687451], [15.509021, 7.481976, 4.728755], [14.660980, 7.527820, 6.368806], [16.493497, 9.726380, 5.450872], [17.263797, 8.209317, 6.098189], [19.496353, 15.727686, 8.973559], [18.669351, 15.049692, 7.576686], [17.226484, 14.790164, 7.923006], [16.546774, 14.272914, 6.347096], [19.097858, 14.066178, 7.436993], [18.820472, 15.683997, 6.691373], [16.737417, 15.733925, 8.228488], [17.053623, 14.000155, 8.622560], [16.295153, 13.291597, 11.542338], [15.664200, 12.128726, 10.278249], [14.644340, 12.735215, 9.331054], [13.077121, 12.990926, 10.001856], [15.214912, 11.308961, 10.815138], [16.513324, 11.702468, 9.735745], [14.496639, 12.017495, 8.488788], [14.999897, 13.670698, 8.919020], [17.682621, 8.408254, 14.133286], [16.990646, 9.365756, 12.786371], [18.033356, 9.927695, 11.822071], [19.116311, 8.661966, 11.181444], [16.480981, 10.199516, 13.313213], [16.331744, 8.602995, 12.423281], [18.629150, 10.609438, 12.438025], [17.617421, 10.512273, 10.965994], [11.188280, 16.288776, 10.969517], [10.363960, 15.209508, 10.602077], [10.562255, 14.806106, 9.264084], [10.671493, 13.998230, 11.489894], [11.084244, 13.983441, 12.849989], [10.328634, 12.948270, 13.601601], [8.731082, 15.554153, 10.954106], [10.828410, 14.968753, 13.345374], [12.169853, 13.792664, 12.847498], [10.699216, 12.850645, 14.628179], [10.506124, 11.983215, 13.160017], [9.279476, 13.238151, 13.613708], [8.603092, 16.455369, 10.366683], [8.657547, 15.779967, 11.967436], [8.170752, 14.683271, 10.622395], [12.753689, 7.851216, 12.555633], [12.990139, 9.148033, 12.084658], [13.519541, 10.110396, 12.983229], [13.925238, 9.115637, 10.846304], [13.786175, 8.016053, 9.830630], [14.862087, 6.999363, 10.224389], [11.567808, 9.804457, 11.406375], [13.973734, 8.544715, 8.880859], [12.742834, 7.605841, 9.833262], [14.853082, 6.639170, 11.265596], [15.889189, 7.385940, 10.071860], [14.893151, 6.139491, 9.571835], [10.964473, 9.031532, 10.993029], [11.875481, 10.605487, 10.713469], [11.023663, 10.222329, 12.239064]],
  "atomic_forces_ev_per_a": [[-0.309, 0.397, 0.135], [-0.393, 0.036, -0.809], [1.323, -0.148, -0.272], [0.161, 0.224, 0.216], [0.171, -0.790, 1.054], [-0.612, 0.101, 0.162], [-0.151, -0.290, -0.210], [-0.213, 0.379, -0.225], [0.336, -1.071, -0.347], [0.842, -1.465, -0.853], [0.830, 1.546, -0.668], [0.151, 0.100, -0.030], [-0.519, 0.827, 0.610], [-1.091, 0.162, 0.280], [-0.447, -0.424, 0.777], [-0.082, 0.263, 0.232], [0.072, 0.242, -0.177], [0.485, -0.411, -0.494], [0.477, 1.193, -1.497], [-0.035, 0.231, 1.042], [-0.731, 0.267, 0.643], [0.213, -0.684, 0.055], [0.219, -0.949, 0.339], [-0.586, 0.223, 0.106], [0.322, 0.588, 0.565], [0.109, -0.754, 0.135], [-0.247, 1.640, -1.151], [-0.572, -0.185, 0.002], [0.407, -0.038, -0.448], [-0.217, -0.192, 0.514], [0.015, -0.648, -0.080], [0.247, -0.307, 0.476], [-0.233, -0.469, -0.695], [-0.114, 0.103, 0.227], [1.244, -1.002, -1.096], [-0.948, 0.243, 0.704], [-0.210, -0.186, 0.360], [0.001, 0.515, -0.094], [0.311, 0.551, 0.521], [-0.049, 0.130, -0.088], [0.678, 0.111, 0.337], [-0.007, 0.399, 0.654], [-0.178, 0.300, 0.479], [-0.125, 0.163, -0.151], [-0.037, -0.526, -0.780], [-0.657, 0.372, -0.932], [0.182, -0.089, -0.363], [0.148, -0.760, 0.787], [0.613, 1.757, 1.480], [1.981, 0.563, -0.660], [-1.041, -1.141, -1.215], [-0.364, -1.994, -0.018], [0.590, 1.824, 1.255], [0.001, -0.357, 0.371], [-0.163, -0.227, -1.757], [0.746, -0.727, -0.789], [-0.410, 0.305, 0.089], [-0.083, 0.337, -0.132], [-0.374, -0.421, -0.277], [-0.140, -0.429, 0.063], [-0.729, 0.074, -0.166], [-0.355, 0.242, 1.776], [-0.426, 0.313, 0.078], [-0.422, -2.336, 0.576], [0.381, 1.147, 0.230], [0.671, 0.678, 0.198], [0.512, -0.361, -1.294], [0.177, 0.074, 1.046], [1.024, 0.079, -0.347], [-0.533, 1.220, -0.243], [-0.035, -0.500, 0.462], [0.940, 0.362, 0.201], [-0.618, 0.301, -0.407], [-0.577, 0.439, 0.110], [-0.546, -0.443, -0.252], [-0.363, -0.498, -0.712], [-0.422, -0.387, 0.203], [-0.214, 0.191, 0.181]]
}

{
  "formula": "C2H10N",
  "method": "wB97M-V/def2-TZVPD",
  "e_lumo_ha": [0.046, 0.027],
  "multiplicity": 2,
  "e_tot_ha": -136.7806,
  "charge": 0,
  "s_squared": 0.75,
  "species": ["N", "H", "H", "H", "H", "C", "C", "H", "H", "H", "H", "H", "H"],
  "xyz": [[1.466462, 0.841684, 0.912285], [1.150918, 1.099904, 1.797254], [1.518292, -0.177205, 1.067332], [2.372003, 1.082408, 0.463906], [0.785787, 1.098694, 0.205637], [-1.230272, 0.162894, -0.795650], [-0.620227, -1.124189, -0.156164], [-1.619824, -0.213119, -1.787364], [-1.992315, 0.739227, -0.392394], [-0.447178, 0.980819, -1.150192], [-0.808677, -1.474142, 0.953322], [0.513578, -1.079560, -0.345193], [-1.088548, -1.937417, -0.772779]],
  "atomic_forces_ev_per_a": [[0.702, -1.773, -2.158], [-0.189, 2.077, 2.811], [-0.065, -0.599, -0.584], [0.804, 0.754, 0.739], [-0.821, -0.092, -0.388], [2.355, -0.158, -2.972], [0.180, -0.893, 0.442], [0.257, 0.699, 0.914], [-1.481, 0.574, 1.452], [-1.177, -1.682, 0.831], [0.311, 1.396, -2.025], [-1.781, -0.667, 0.208], [0.904, 0.365, 0.731]]
}